Record 1
C2H2F2O3 as an isolated structure at a distorted geometry, computed with wB97M-V/def2-TZVPD.

Results
Energy in hartree: -502.66978
Energy relative to the best compared isomer or geometry (same formula, charge and spin) in kJ/mol: 581.9

```
9
Properties=species:S:1:pos:R:3:forces:R:3
C -0.639575 1.774298 0.568607 6.047 6.741 2.228
C -0.420314 0.346122 0.479629 -1.623 -2.433 -0.181
O 0.989857 2.437573 0.894454 -7.524 -2.339 -1.505
O 0.759151 0.107739 -0.064938 0.290 -0.172 -0.547
O -1.518840 -0.203592 -0.184479 1.234 -2.288 0.881
F -1.701350 2.496066 0.798264 1.759 -1.567 -0.392
F -0.361957 -0.068543 1.822862 -0.673 -0.176 -0.163
H 1.237159 0.922740 0.243754 0.817 -0.069 -0.177
H -1.384221 -1.218577 -0.169288 -0.328 2.302 -0.144
```
Forces are in eV/Å.

Charges computed using natural (NBO), reported in e: 0.77 0.65 -0.51 -0.67 -0.68 -0.23 -0.35 0.52 0.50

Record 2
C22H30As2N4O2STi as an isolated structure at a distorted geometry, computed with wB97M-V/def2-TZVPD.

Results
Energy in hartree: -6944.96057
Multiplicity: 3

```
62
Properties=species:S:1:pos:R:3:forces:R:3
Ti -0.463829 -0.261765 -0.584770 0.024 -1.050 -1.823
C -2.315542 1.154913 -1.097729 -0.116 -0.224 -0.326
C -1.531017 1.011319 -2.259549 -0.390 -0.256 -0.034
C -1.542178 -0.359049 -2.633185 -0.424 0.139 -0.009
C -2.337159 -1.053149 -1.690130 -0.365 0.425 -0.291
C -2.801702 -0.115165 -0.735773 -0.221 0.042 -0.540
H -2.515882 2.071766 -0.580664 0.148 0.162 0.240
H -1.080474 1.812262 -2.811660 0.258 0.187 -0.010
H -1.105962 -0.781285 -3.517418 0.195 -0.112 -0.131
H -2.631480 -2.082110 -1.764455 0.139 -0.268 0.127
H -3.472324 -0.322333 0.077906 0.075 -0.058 0.276
C 4.859410 0.600481 1.976802 0.071 0.045 -0.041
As 2.951175 0.648102 1.493165 0.010 -0.099 -0.159
C 2.374379 1.675509 3.051899 -0.088 0.056 -0.105
C 3.092619 2.122178 0.190138 -0.131 0.103 -0.214
C 3.637368 3.339654 0.591294 0.029 -0.061 -0.123
C 3.709398 4.426907 -0.269079 0.023 0.013 0.018
C 3.229759 4.310552 -1.562105 0.005 0.011 -0.039
C 2.693588 3.102165 -1.985910 0.007 0.004 0.101
C 2.623302 2.005093 -1.130963 -0.141 0.126 0.183
As 1.776063 0.364114 -1.783233 0.999 0.573 -0.002
C 1.750439 0.689402 -3.700236 -0.157 -0.041 0.010
C 3.372849 -0.755396 -1.788376 -0.155 -0.163 -0.220
H 5.233474 1.606976 2.173417 0.015 -0.072 0.000
H 5.446576 0.154256 1.172578 -0.038 0.017 0.026
H 4.980759 -0.003881 2.875845 -0.005 -0.016 0.003
H 3.105105 2.435907 3.318078 0.032 0.049 0.017
H 2.251714 0.992999 3.888663 -0.004 -0.083 0.069
H 1.412565 2.133154 2.833567 -0.053 -0.006 -0.012
H 4.019247 3.450846 1.597674 -0.016 0.013 0.053
H 4.135327 5.363152 0.073070 -0.024 -0.043 0.003
H 3.267706 5.156251 -2.240466 -0.001 -0.069 0.041
H 2.313357 3.023350 -2.994214 0.002 0.052 -0.055
H 2.717157 1.052654 -4.031551 0.124 0.029 -0.069
H 0.972714 1.397097 -3.974545 -0.028 0.035 -0.004
H 1.536695 -0.260892 -4.185179 -0.014 -0.061 -0.032
H 4.212524 -0.168577 -2.148562 0.069 0.082 -0.025
H 3.197119 -1.598978 -2.451826 0.024 -0.073 -0.021
H 3.575497 -1.133473 -0.796357 0.011 -0.047 0.223
O 0.004908 1.171980 0.525345 -0.063 0.607 1.536
N -0.701477 1.152742 1.705577 0.223 -0.225 -0.073
N -1.080237 -0.136068 1.953729 0.288 0.206 0.156
O -0.679975 -1.120562 1.071460 -0.648 0.021 1.596
C -1.906429 -0.449015 3.015874 0.126 0.083 -0.217
C -2.170530 0.503496 4.016136 -0.086 -0.035 0.042
C -3.016291 0.176878 5.065625 0.108 0.157 -0.096
C -3.615411 -1.075184 5.152243 -0.022 -0.068 0.034
C -3.359475 -2.007898 4.156178 0.116 0.073 -0.143
C -2.514922 -1.706938 3.093124 -0.092 -0.067 0.194
H -1.710380 1.478989 3.943632 -0.032 -0.035 0.038
H -3.215332 0.920617 5.831587 0.046 -0.061 -0.078
H -4.270997 -1.317332 5.982318 0.063 0.030 -0.110
H -3.835076 -2.980115 4.194464 0.018 -0.026 -0.001
H -2.331806 -2.422774 2.307214 0.001 -0.017 -0.001
N -0.987356 -3.941146 0.528591 -0.376 0.002 0.070
C 0.250876 -3.662755 0.137790 0.075 0.201 -0.238
N 1.234695 -4.225326 0.827305 0.601 -0.066 0.191
S 0.575227 -2.695892 -1.221364 0.053 -0.132 0.025
H -1.143612 -4.284234 1.461991 -0.044 -0.038 0.063
H -1.683818 -3.314926 0.171672 -0.274 0.121 -0.096
H 1.070146 -4.643550 1.728081 0.020 -0.058 -0.031
H 2.171464 -3.940884 0.599040 0.012 -0.032 0.035
```
Forces are in eV/Å.

Charges computed using natural (NBO), reported in e: 1.05 -0.27 -0.34 -0.35 -0.34 -0.32 0.25 0.23 0.24 0.23 0.24 -0.95 0.91 -0.95 -0.30 -0.21 -0.21 -0.22 -0.16 -0.35 1.04 -0.95 -0.93 0.21 0.22 0.22 0.21 0.23 0.26 0.21 0.21 0.21 0.20 0.23 0.23 0.24 0.23 0.23 0.24 -0.62 -0.02 0.00 -0.63 0.21 -0.28 -0.19 -0.27 -0.18 -0.30 0.24 0.21 0.21 0.20 0.20 -0.75 0.38 -0.76 -0.22 0.39 0.42 0.39 0.42